# 1
Molecular formula: C54H72N12O2
Method: DFT, the ωB97M-V functional and the def2-TZVPD basis

Element x y z (Å)
C -4.2074 -0.3483 -1.0168
C -4.6794 0.6080 -2.0632
O -5.3497 1.5732 -1.8209
O -4.2845 0.3064 -3.3340
C -3.5789 1.3866 -3.9833
C -2.1821 0.9226 -4.3491
C -1.4623 0.2903 -3.1676
C 0.0447 0.1676 -3.3357
C 0.7274 -0.1821 -2.0099
C 2.2574 -0.1034 -2.0404
C 2.8263 1.3012 -2.2956
C 3.0271 2.1491 -1.0436
C 1.7534 2.7198 -0.3718
C 0.6630 2.9786 -1.2986
N -0.2072 3.1817 -2.0162
C 1.3196 1.7967 0.8159
C -0.1074 1.7831 1.1298
N -1.2255 1.6871 1.3678
H -4.9380 -0.3809 -0.2153
H -4.0507 -1.3521 -1.4018
H -3.2642 0.0227 -0.6145
H -3.5107 2.2368 -3.3055
H -4.1346 1.7042 -4.8635
H -2.2606 0.2005 -5.1680
H -1.6377 1.7860 -4.7339
H -1.9058 -0.6827 -2.9656
H -1.6605 0.9093 -2.2845
H 0.4372 1.0755 -3.7862
H 0.2546 -0.6764 -4.0011
H 0.4409 -1.2180 -1.8044
H 0.2977 0.4097 -1.2007
H 2.6119 -0.8190 -2.7814
H 2.6476 -0.4279 -1.0711
H 2.2479 1.8348 -3.0485
H 3.8157 1.1752 -2.7410
H 3.5330 1.5657 -0.2739
H 3.6682 2.9896 -1.3050
H 2.0057 3.6910 0.0591
H 1.8532 2.1414 1.7007
H 1.6148 0.7755 0.5889
N 2.7283 3.8552 -5.7221
C 3.7912 4.4317 -6.3618
C 4.1068 5.5840 -5.6935
C 3.1956 5.7074 -4.6091
C 2.3584 4.6243 -4.6521
H 2.2827 3.0003 -5.9986
H 4.2292 3.9764 -7.2330
H 4.8991 6.2652 -5.9537
H 3.1591 6.5017 -3.8825
H 1.5330 4.3307 -4.0240
N -0.3977 -4.6923 -4.4639
C -1.4225 -3.9125 -4.9306
C -1.9205 -3.2021 -3.8723
C -1.1746 -3.5711 -2.7224
C -0.2383 -4.4860 -3.1211
H 0.1545 -5.3158 -5.0226
H -1.6994 -3.9210 -5.9704
H -2.7300 -2.4914 -3.9148
H -1.3059 -3.1966 -1.7196
H 0.5301 -4.9947 -2.5637
N -6.6937 -1.9931 -3.3303
C -6.0355 -3.0185 -2.7176
C -6.9087 -4.0570 -2.5734
C -8.1456 -3.6539 -3.1492
C -7.9750 -2.3753 -3.6202
H -6.2817 -1.0982 -3.5224
H -5.0091 -2.9168 -2.4119
H -6.6863 -4.9927 -2.0886
H -9.0582 -4.2241 -3.1925
H -8.6596 -1.7021 -4.1062
N -4.9769 -2.3152 2.0493
C -6.0762 -1.9008 1.3466
C -6.6176 -2.9923 0.7255
C -5.8286 -4.1182 1.0885
C -4.8257 -3.6688 1.9074
H -4.3782 -1.7149 2.5836
H -6.3655 -0.8635 1.3303
H -7.4693 -2.9765 0.0674
H -5.9703 -5.1373 0.7698
H -4.0165 -4.1921 2.3878
N 1.0983 -5.5230 0.3973
C 1.0967 -6.7824 -0.1416
C 1.7014 -7.6212 0.7548
C 2.0814 -6.8390 1.8805
C 1.6875 -5.5514 1.6349
H 0.7128 -4.7064 -0.0416
H 0.6580 -6.9658 -1.1072
H 1.8539 -8.6786 0.6216
H 2.5810 -7.1849 2.7694
H 1.7738 -4.6558 2.2269
N 4.3121 -3.9963 0.3798
C 5.0664 -3.4166 -0.6023
C 6.1036 -2.7534 -0.0011
C 5.9693 -2.9451 1.4011
C 4.8558 -3.7179 1.6019
H 3.4868 -4.5509 0.2311
H 4.8043 -3.5259 -1.6407
H 6.8748 -2.1984 -0.5083
H 6.6193 -2.5660 2.1717
H 4.4109 -4.0965 2.5057
N 5.1431 2.0225 2.3429
C 4.9432 3.3557 2.1007
C 6.1299 3.8852 1.6688
C 7.0810 2.8290 1.6446
C 6.4427 1.6948 2.0672
H 4.4483 1.3825 2.6805
H 3.9801 3.8137 2.2596
H 6.3017 4.9150 1.4011
H 8.1158 2.8973 1.3555
H 6.8007 0.6881 2.1968
N -3.3253 0.6370 4.1307
C -3.3389 -0.5448 4.8258
C -3.6907 -0.2681 6.1185
C -3.9004 1.1360 6.2059
C -3.6693 1.6636 4.9624
H -3.0922 0.7410 3.1591
H -3.0903 -1.4772 4.3476
H -3.7853 -0.9879 6.9142
H -4.1887 1.6936 7.0819
H -3.7187 2.6765 4.6025
N -0.5806 0.8454 7.3193
C 0.3996 1.6048 7.8943
C 1.5666 0.8879 7.8558
C 1.2756 -0.3554 7.2310
C -0.0572 -0.3484 6.9116
H -1.5417 1.1215 7.2091
H 0.1859 2.5865 8.2805
H 2.5201 1.2159 8.2343
H 1.9645 -1.1611 7.0402
H -0.6759 -1.0857 6.4304
N 3.1627 6.7019 1.5580
C 2.0520 7.4853 1.3897
C 1.6830 7.9570 2.6205
C 2.6075 7.4396 3.5698
C 3.5057 6.6686 2.8838
H 3.6557 6.2307 0.8220
H 1.6250 7.6428 0.4143
H 0.8452 8.6034 2.8196
H 2.6106 7.6139 4.6323
H 4.3598 6.1059 3.2216

energy relative to the best compared isomer or geometry (same formula, charge and spin) = 0.0 kcal per mole
Kohn-Sham gap = 0.285 Ha
SMILES string = CC(=O)OCCCCCCCC[C@@H](C#N)CC#N.c1cc[nH]c1.c1cc[nH]c1.c1cc[nH]c1.c1cc[nH]c1.c1cc[nH]c1.c1cc[nH]c1.c1cc[nH]c1.c1cc[nH]c1.c1cc[nH]c1.c1cc[nH]c1

Atom charges from the Löwdin analysis, given in e for atoms 1 to 2: number 1, C, carries 0.029; number 2, C, carries -0.538

---

# 2
Molecular formula: C81H221N9O34
Method: DFT, the ωB97M-V functional and the def2-TZVPD basis

Element x y z (Å)
C -2.2222 -10.9617 13.6698
C -1.6852 -12.2703 14.3843
C -0.8186 -13.0385 13.3632
C 0.6400 -12.7358 13.2832
C 1.1368 -12.5283 14.7191
C 0.3485 -11.6009 15.6290
N -0.9632 -12.1313 15.6376
O -1.7120 -11.4122 16.5367
C 1.0095 -11.9170 16.9970
C 0.6192 -10.0735 15.3131
C -2.9116 -13.1837 14.7881
H -1.4659 -10.2306 13.3841
H -3.0180 -10.5553 14.2941
H -2.7842 -11.2990 12.7989
H -0.9930 -14.0923 13.5806
H -1.0420 -12.8270 12.3175
H 0.7995 -11.7880 12.7691
H 1.2275 -13.4788 12.7438
H 2.1473 -12.1215 14.6813
H 1.4574 -13.4321 15.2372
H 0.6018 -11.2895 17.7896
H 0.9560 -12.9523 17.3339
H 2.0494 -11.6379 16.8277
H 0.4323 -9.9435 14.2472
H -0.0540 -9.4716 15.9236
H 1.6407 -9.7564 15.5231
H -3.6910 -12.8601 15.4780
H -2.5977 -14.0733 15.3342
H -3.5651 -13.4551 13.9591
H -1.9963 -10.5999 16.1112
C -2.2203 -17.8985 13.8628
C -0.6954 -18.1373 13.9216
C 0.0580 -16.9503 14.5170
C -0.2048 -16.6496 16.0201
C 0.0048 -17.8946 16.8447
C -0.6473 -19.1420 16.3438
N -0.3903 -19.3078 14.8462
O -0.8223 -20.5261 14.4550
C 0.2271 -20.2648 17.1831
C -2.1196 -19.2479 16.7705
C -0.0412 -18.4302 12.5253
H -2.4439 -17.4836 12.8800
H -2.5224 -17.1789 14.6238
H -2.8451 -18.7711 14.0533
H 1.0838 -17.3165 14.4764
H -0.1886 -16.0322 13.9837
H -1.1400 -16.1305 16.2298
H 0.3960 -15.8083 16.3655
H -0.3802 -17.5256 17.7954
H 1.0888 -17.9418 16.9490
H 0.5180 -19.8638 18.1540
H -0.3176 -21.2023 17.2958
H 1.2110 -20.4237 16.7417
H -2.5470 -20.1220 16.2793
H -2.3458 -19.4249 17.8220
H -2.7100 -18.3594 16.5466
H 1.0444 -18.5136 12.5781
H -0.0432 -17.6161 11.8004
H -0.4564 -19.2439 11.9307
H -0.1108 -21.1638 14.5484
C 5.6821 -21.0062 6.4008
C 6.3876 -21.7190 7.6217
C 7.5706 -20.7073 7.9917
C 8.2586 -20.9624 9.3431
C 7.2168 -21.1700 10.4631
C 6.0782 -22.1486 10.2395
N 5.4804 -21.8201 8.8267
O 4.2737 -22.5428 8.7431
C 6.7457 -23.5217 10.2557
C 4.9972 -21.9101 11.3903
C 7.0708 -23.1430 7.2077
H 5.4308 -19.9640 6.5976
H 4.7488 -21.4909 6.1142
H 6.4352 -20.8491 5.6286
H 8.2431 -20.5280 7.1528
H 6.9099 -19.8782 8.2449
H 8.7240 -19.9887 9.4960
H 8.9473 -21.8014 9.2439
H 7.0126 -20.1336 10.7317
H 7.7428 -21.4955 11.3605
H 7.7149 -23.5937 9.7623
H 6.6919 -23.8058 11.3067
H 6.0557 -24.1981 9.7512
H 4.7341 -20.8626 11.5379
H 4.0123 -22.3398 11.2073
H 5.2398 -22.3514 12.3570
H 6.3894 -23.9135 7.5683
H 8.0965 -23.2682 7.5547
H 7.1342 -23.1681 6.1199
H 3.5342 -21.9847 8.9944
C 1.0230 -25.9083 19.5948
C -0.0252 -27.0110 19.0057
C 0.7646 -28.2980 19.0309
C -0.0423 -29.5736 18.8086
C -1.3468 -29.6477 19.6404
C -2.1432 -28.3481 19.6629
N -1.2549 -27.1810 19.7748
O -1.9994 -26.0642 19.9289
C -3.0296 -28.3170 18.4128
C -3.0886 -28.4845 20.9065
C -0.2473 -26.4767 17.5731
H 1.9917 -25.9055 19.0953
H 1.3267 -26.2035 20.5992
H 0.7094 -24.8644 19.6045
H 1.5101 -28.1158 18.2569
H 1.2499 -28.4685 19.9920
H 0.5045 -30.5091 18.9265
H -0.2304 -29.7284 17.7461
H -0.8949 -29.9719 20.5778
H -2.0314 -30.4086 19.2656
H -2.4020 -28.3213 17.5216
H -3.7038 -29.1583 18.2526
H -3.6580 -27.4278 18.3637
H -3.9420 -27.8076 20.9448
H -3.6369 -29.4264 20.8885
H -2.5900 -28.4303 21.8743
H 0.6897 -26.1015 17.1615
H -1.0717 -25.7643 17.5425
H -0.4850 -27.3584 16.9779
H -2.1308 -26.0038 20.8779
C -7.4714 -13.6124 8.9232
C -5.9239 -13.2680 8.8115
C -5.6007 -12.1217 9.8688
C -4.0940 -11.8341 9.9921
C -3.3754 -13.1249 10.3636
C -3.6071 -14.3287 9.3748
N -5.0688 -14.4641 9.1839
O -5.4253 -15.6451 8.5651
C -2.7501 -14.1226 8.1059
C -3.0287 -15.5375 10.1078
C -5.5973 -12.7823 7.4291
H -8.0069 -12.6812 8.7382
H -7.8439 -14.0722 9.8386
H -7.6973 -14.4365 8.2465
H -6.1412 -11.2024 9.6433
H -6.0418 -12.4758 10.8005
H -3.9367 -11.0564 10.7395
H -3.6466 -11.3373 9.1311
H -3.7211 -13.2981 11.3827
H -2.3142 -12.8815 10.4172
H -1.6973 -14.4041 8.1283
H -3.1042 -14.4200 7.1188
H -2.5858 -13.0634 7.9077
H -3.1852 -16.4954 9.6118
H -1.9480 -15.3971 10.1292
H -3.4500 -15.6689 11.1045
H -5.6971 -13.5638 6.6757
H -4.6563 -12.2333 7.3958
H -6.2932 -12.0311 7.0555
H -5.7769 -16.0696 9.3510
C -2.5119 -24.5455 25.1232
C -1.4991 -24.2688 24.0563
C -2.4270 -24.1736 22.8142
C -1.6711 -23.6334 21.6072
C -0.9423 -22.2976 22.0105
C 0.0523 -22.3594 23.1307
N -0.7624 -22.9618 24.2462
O 0.0215 -22.8845 25.4008
C 1.3079 -23.0962 22.7093
C 0.3896 -20.8948 23.3510
C -0.6233 -25.5449 23.9274
H -3.1208 -23.6947 25.4290
H -1.9570 -24.8039 26.0251
H -3.1992 -25.3839 25.0097
H -2.9593 -25.1092 22.6424
H -3.1393 -23.3830 23.0503
H -2.2684 -23.5142 20.7033
H -0.9219 -24.3823 21.3505
H -1.7515 -21.6189 22.2797
H -0.5499 -21.8882 21.0796
H 1.2008 -23.7762 21.8641
H 2.1907 -22.5141 22.4448
H 1.7059 -23.7176 23.5115
H -0.3930 -20.4375 23.9564
H 1.3055 -20.9661 23.9375
H 0.6600 -20.3100 22.4718
H -0.2190 -25.6240 24.9365
H 0.2544 -25.4016 23.2972
H -1.1518 -26.4443 23.6114
H 0.8887 -23.0446 25.0216
C 0.3688 -16.5975 23.2083
C -0.7510 -15.5844 22.9474
C -0.3333 -14.3555 23.8425
C 0.7360 -13.4937 23.2310
C 0.1829 -13.0258 21.8934
C -0.1613 -14.1780 20.9297
N -1.0548 -15.1710 21.5573
O -1.3150 -16.2443 20.6915
C -1.0332 -13.4444 19.8934
C 1.1687 -14.7287 20.2066
C -2.0673 -16.1679 23.5114
H 1.0505 -16.4075 24.0373
H 1.0041 -16.7700 22.3395
H -0.0801 -17.5868 23.2968
H -1.2625 -13.7862 23.8677
H -0.0133 -14.6944 24.8278
H 1.6661 -14.0347 23.0566
H 1.0697 -12.7097 23.9107
H 0.9150 -12.3775 21.4120
H -0.6913 -12.4144 22.1174
H -1.5513 -14.1901 19.2905
H -1.8514 -12.8460 20.2940
H -0.4744 -12.8391 19.1797
H 1.8272 -15.1368 20.9734
H 0.9337 -15.6031 19.5999
H 1.6285 -13.8958 19.6746
H -1.7943 -16.4876 24.5171
H -2.5121 -16.8799 22.8161
H -2.8716 -15.4542 23.6893
H -2.2215 -16.0274 20.4617
C 5.2606 -17.7537 16.7169
C 6.0566 -17.8026 15.3796
C 5.3665 -18.8622 14.4610
C 4.0754 -18.4100 13.8455
C 4.3098 -17.1904 13.0926
C 4.9139 -16.0523 13.8672
N 6.0772 -16.4954 14.6232
O 6.6612 -15.4349 15.3590
C 5.4343 -14.9985 12.7905
C 3.8205 -15.4137 14.7767
C 7.5517 -18.2001 15.7694
H 5.8068 -18.1760 17.5604
H 4.4317 -18.4615 16.7239
H 4.8171 -16.8189 17.0600
H 6.0995 -19.2484 13.7526
H 5.1070 -19.7729 15.0008
H 3.2263 -18.3515 14.5266
H 3.7105 -19.2515 13.2565
H 3.4148 -16.8839 12.5512
H 4.9254 -17.5158 12.2540
H 5.6164 -14.0179 13.2301
H 6.3242 -15.4136 12.3172
H 4.6662 -14.7964 12.0440
H 3.1829 -14.9453 14.0269
H 3.3118 -16.1352 15.4159
H 4.2250 -14.6864 15.4807
H 7.9018 -17.5482 16.5697
H 8.2103 -18.2071 14.9008
H 7.5673 -19.1893 16.2269
H 7.4922 -15.2486 14.9158
C -7.0492 -14.9347 21.5545
C -5.7623 -14.5936 20.7754
C -4.7278 -15.7042 20.8964
C -4.9553 -16.8445 19.9444
C -4.9364 -16.3014 18.4748
C -6.0992 -15.1794 18.2958
N -5.9675 -14.2006 19.3641
O -6.9269 -13.1376 19.2359
C -5.7889 -14.5011 16.9722
C -7.4610 -15.8286 18.1606
C -5.0594 -13.4113 21.5065
H -7.8942 -15.1790 20.9109
H -7.3050 -13.9418 21.9245
H -6.9726 -15.6665 22.3587
H -3.7345 -15.3092 20.6830
H -4.7336 -16.1236 21.9025
H -5.9023 -17.3257 20.1886
H -4.3758 -17.7453 20.1466
H -5.1423 -17.1433 17.8138
H -3.9596 -15.8956 18.2115
H -5.7178 -15.2339 16.1685
H -6.4948 -13.7017 16.7468
H -4.8555 -13.9440 17.0534
H -8.1756 -15.0617 18.4596
H -7.4287 -16.3514 17.2048
H -7.6002 -16.7364 18.7476
H -5.7340 -12.5563 21.5513
H -4.1813 -13.0306 20.9848
H -4.7566 -13.6104 22.5345
H -6.4084 -12.5200 18.7149
O -6.6754 -17.5250 10.3132
H -6.3739 -18.1719 10.9509
H -7.5960 -17.7430 10.1672
O -6.4610 -21.2084 14.8708
H -6.0807 -20.3983 15.2105
H -6.3531 -21.8405 15.5814
O 4.6636 -24.4638 15.8886
H 4.7493 -24.3904 16.8391
H 3.8981 -23.9305 15.6747
O -5.8702 -19.6912 11.6093
H -6.5635 -19.9645 12.2101
H -5.0579 -19.8690 12.0833
O -3.8106 -11.9360 18.5836
H -4.1034 -12.6787 19.1117
H -2.8908 -12.1228 18.3960
O -0.2830 -26.2724 13.5089
H -0.9713 -25.6095 13.5654
H -0.7507 -27.0899 13.3380
O -3.2582 -21.1681 12.9996
H -2.4667 -20.7661 13.3575
H -3.3923 -21.9511 13.5337
O -5.5906 -22.9784 16.6017
H -4.7056 -23.0967 16.2568
H -5.6332 -23.5628 17.3587
O -6.1682 -22.6643 12.6741
H -5.7581 -21.9546 13.1685
H -6.7132 -23.1200 13.3156
O 0.4789 -23.1944 15.6019
H 0.6153 -23.9816 16.1291
H 1.3583 -22.8427 15.4638
O 1.7492 -23.5852 12.6270
H 1.9328 -24.1841 11.9032
H 1.0560 -24.0173 13.1260
O -2.2609 -23.3098 16.0101
H -1.3461 -23.3328 15.7295
H -2.2205 -23.3614 16.9650
O 2.7416 -22.5986 17.9451
H 2.8173 -22.7450 17.0022
H 3.3941 -23.1826 18.3318
O 0.6734 -18.0774 6.8245
H 0.6731 -18.1214 5.8683
H 0.1024 -17.3375 7.0309
O -0.1652 -20.7570 7.7826
H 0.6003 -20.1977 7.6505
H 0.1926 -21.6425 7.8461
O 2.8174 -21.9017 15.2904
H 2.4715 -21.6026 14.4495
H 3.1494 -21.1077 15.7094
O 1.8651 -20.8467 12.8866
H 0.9867 -20.5113 12.7070
H 1.8892 -21.7002 12.4539
O 1.4760 -15.8525 9.7097
H 1.5155 -15.0389 9.2070
H 2.3604 -16.2140 9.6513
O -1.8269 -21.1176 9.9010
H -1.1670 -20.6895 9.3556
H -2.6546 -20.7167 9.6357
O -2.8051 -19.6269 7.7331
H -3.4679 -18.9736 7.5090
H -2.0436 -19.3870 7.2050
O -4.7502 -21.8271 9.7527
H -5.0931 -21.1869 10.3762
H -3.8365 -21.9481 10.0111
O -3.0098 -24.4231 13.6479
H -3.8822 -24.7744 13.8262
H -2.7723 -23.9532 14.4473
O 2.2959 -18.3530 9.1619
H 1.7670 -17.7618 9.6976
H 1.8024 -18.4444 8.3468
O -6.7751 -17.3029 14.5910
H -7.4102 -17.4071 13.8824
H -6.4432 -16.4112 14.4866
O -5.8337 -19.0358 16.5213
H -6.2807 -18.5853 17.2379
H -6.1008 -18.5600 15.7349

energy relative to the best compared isomer or geometry (same formula, charge and spin) = 0.0 kcal per mole
Kohn-Sham gap = 0.285 Ha

Atom charges from the Löwdin analysis, given in e for atoms 1 to 2: number 1, C, carries 0.003; number 2, C, carries -0.430

---

Ordered total energy results: -79139.6861 -170592.5718; unit eV.